This record from the Open Molecules 2025 dataset describes 4 unconnected molecules or ions with the total composition C15H37B3Br2FN3O6. The level of theory is ωB97M-V/def2-TZVPD.

Last columns: bonded neighbours and bond lengths (Å).
Positions of all 67 atoms, in Å:
1 C -1.09636 0.07801 0.53017  C2 1.499, H13 1.088, H14 1.090, H15 1.093
2 C -2.59292 0.16286 0.54901  C1 1.499, Br3 1.896, C4 1.331
3 Br -3.36604 0.41671 2.26196  C2 1.896
4 C -3.40553 0.06074 -0.49957  C2 1.331, Br5 1.899, B6 1.553
5 Br -2.62020 -0.19124 -2.20996  C4 1.899
6 B -4.95804 0.06918 -0.51515  C4 1.553, O7 1.388, O12 1.380
7 O -5.63629 -0.89647 -1.24628  B6 1.388, B8 1.375
8 B -6.62607 -1.53949 -0.54006  O7 1.375, O9 1.386, H16 1.186
9 O -7.24079 -0.88765 0.51713  B8 1.386, B10 1.375
10 B -6.69382 0.29504 0.95469  O9 1.375, F11 1.320, O12 1.377
11 F -7.07873 0.79745 2.11309  B10 1.320
12 O -5.73280 0.94723 0.21547  B6 1.380, B10 1.377
13 H -0.70867 0.00544 1.54391  C1 1.088
14 H -0.67619 0.94976 0.02812  C1 1.090
15 H -0.79979 -0.83054 0.00063  C1 1.093
16 H -6.94754 -2.64651 -0.81796  B8 1.186
17 C -6.60823 -3.06282 6.97386  O18 1.413, H23 1.095, H24 1.093, H25 1.089
18 O -6.75205 -2.60454 5.64512  C17 1.413, C19 1.414
19 C -7.66509 -1.54067 5.46106  O18 1.414, C20 1.533, H26 1.093, H27 1.099
20 C -7.10565 -0.14780 5.77294  C19 1.533, C21 1.525, N22 1.464, H28 1.094
21 C -6.97791 0.15220 7.26315  C20 1.525, H29 1.090, H30 1.089, H31 1.092
22 N -5.81499 0.09374 5.12493  C20 1.464, H32 1.016, H33 1.017
23 H -7.55687 -3.00897 7.51740  C17 1.095
24 H -5.85020 -2.49893 7.52353  C17 1.093
25 H -6.29076 -4.10394 6.92604  C17 1.089
26 H -7.92916 -1.56908 4.40088  C19 1.093
27 H -8.58396 -1.72922 6.03335  C19 1.099
28 H -7.81934 0.56759 5.35271  C20 1.094
29 H -6.10655 -0.33836 7.69758  C21 1.090
30 H -6.85515 1.22348 7.41787  C21 1.089
31 H -7.86371 -0.17244 7.81244  C21 1.092
32 H -5.93158 0.01277 4.11894  N22 1.016
33 H -5.19394 -0.67098 5.37676  N22 1.017
34 C 2.66374 0.34506 0.80285  O35 1.414, H40 1.094, H41 1.093, H42 1.090
35 O 1.87984 0.13615 -0.35587  C34 1.414, C36 1.415
36 C 2.35839 0.75405 -1.53550  O35 1.415, C37 1.532, H43 1.094, H44 1.098
37 C 3.47061 -0.01107 -2.26047  C36 1.532, C38 1.523, N39 1.465, H45 1.095
38 C 4.83562 0.09704 -1.59321  C37 1.523, H46 1.091, H47 1.088, H48 1.091
39 N 3.14563 -1.42674 -2.45471  C37 1.465, H49 1.016, H50 1.016
40 H 3.11459 1.34198 0.80326  C34 1.094
41 H 3.45165 -0.40480 0.90518  C34 1.093
42 H 2.00115 0.25935 1.66430  C34 1.090
43 H 1.49226 0.80610 -2.20126  C36 1.094
44 H 2.66841 1.78580 -1.32112  C36 1.098
45 H 3.55621 0.44411 -3.25263  C37 1.095
46 H 4.91619 -0.54875 -0.71797  C38 1.091
47 H 5.61200 -0.20692 -2.29288  C38 1.088
48 H 5.04842 1.12197 -1.28564  C38 1.091
49 H 2.30026 -1.51039 -3.01113  N39 1.016
50 H 2.89960 -1.82140 -1.55115  N39 1.016
51 C 6.47478 3.00918 -4.88978  O52 1.414, H57 1.094, H58 1.093, H59 1.090
52 O 6.40271 1.75635 -4.23831  C51 1.414, C53 1.415
53 C 6.51964 0.62506 -5.08021  O52 1.415, C54 1.533, H60 1.093, H61 1.099
54 C 7.95673 0.24056 -5.44919  C53 1.533, C55 1.525, N56 1.465, H62 1.094
55 C 8.59502 1.14944 -6.49465  C54 1.525, H63 1.090, H64 1.089, H65 1.092
56 N 8.83665 0.16841 -4.28067  C54 1.465, H66 1.015, H67 1.016
57 H 6.01751 2.96780 -5.88318  C51 1.094
58 H 7.50406 3.36385 -4.98369  C51 1.093
59 H 5.92463 3.72479 -4.27933  C51 1.090
60 H 6.08383 -0.20278 -4.51439  C53 1.093
61 H 5.90529 0.76142 -5.98083  C53 1.099
62 H 7.90076 -0.76512 -5.87730  C54 1.094
63 H 8.91907 2.09497 -6.05948  C55 1.090
64 H 9.47740 0.66967 -6.91602  C55 1.089
65 H 7.90248 1.36629 -7.31015  C55 1.092
66 H 8.48707 -0.53121 -3.63295  N56 1.015
67 H 8.76271 1.04723 -3.77561  N56 1.016

E_LUMO in eV: 0.30
Electronic energy in eV: -177749.1116
Spin multiplicity: 1
Kohn-Sham gap in eV: 9.414
HOMO in eV: -9.12
SMILES: C/C(Br)=C(\Br)B1OBOB(F)O1.COC[C@@H](C)N.COC[C@@H](C)N.COC[C@@H](C)N